{
  "formula": "C16H40N2O7S3",
  "method": "ωB97M-V/def2-TZVPD",
  "symbols": ["S", "S", "S", "O", "O", "O", "O", "O", "O", "O", "N", "N", "C", "C", "C", "C", "C", "C", "C", "C", "C", "C", "C", "C", "C", "C", "C", "C", "H", "H", "H", "H", "H", "H", "H", "H", "H", "H", "H", "H", "H", "H", "H", "H", "H", "H", "H", "H", "H", "H", "H", "H", "H", "H", "H", "H", "H", "H", "H", "H", "H", "H", "H", "H", "H", "H", "H", "H"],
  "xyz": [[-1.61285, 19.14152, -16.82502], [4.16580, 10.25735, -0.13701], [-4.98983, 6.37976, -13.86995], [0.32868, 15.76140, -1.30631], [-3.46369, 6.63661, -13.99232], [-5.93852, 14.92153, -7.33558], [1.61594, 12.67070, -9.77072], [-2.06495, 20.55257, -16.28621], [4.70212, 10.69753, -1.50684], [0.15407, 17.98737, -1.76851], [1.15125, 10.52614, -8.89259], [-4.94808, 16.05475, -9.12641], [1.71718, 11.79025, -8.84581], [0.31646, 10.07890, -10.05410], [1.14178, 9.59210, -7.72161], [-5.10971, 15.05445, -10.14175], [-4.09260, 17.15840, -9.46471], [-1.01490, 19.11757, -18.62801], [-1.12898, 15.49672, -1.34167], [5.26353, 10.92237, 1.09720], [-5.57354, 7.84516, -12.85718], [0.12295, 18.84901, -16.22772], [-1.42085, 14.05976, -1.85577], [4.80634, 8.52845, 0.09586], [2.40189, 17.12576, -1.54511], [-5.12427, 5.16601, -12.49165], [0.88622, 16.99774, -1.54744], [-5.30324, 15.94180, -7.77431], [-5.19805, 16.85330, -7.16578], [5.42320, 11.96015, 0.80460], [-3.11707, 16.78378, -9.77473], [-4.25077, 14.97972, -10.80864], [-4.90925, 8.67168, -13.10955], [-1.34161, 13.98742, -2.94047], [0.68913, 19.77283, -16.10902], [2.07424, 11.98346, -7.82240], [-1.65241, 16.26753, -1.90733], [-2.40939, 13.78094, -1.49087], [5.89151, 8.47156, 0.18122], [0.66996, 18.10840, -16.81114], [-4.62372, 5.44348, -11.56399], [-5.36713, 7.67903, -11.79987], [0.85406, 9.97837, -6.74380], [-6.64359, 8.04055, -12.92712], [2.85289, 16.15861, -1.76716], [0.57412, 8.66169, -7.70769], [-0.53758, 9.77633, -9.44815], [4.40175, 8.15119, 1.03505], [-6.15775, 4.97480, -12.20276], [0.01512, 18.53359, -15.18994], [-5.98329, 15.09051, -10.79262], [4.40769, 7.87457, -0.67978], [-1.57804, 15.69744, -0.36897], [-1.80397, 19.23065, -19.37143], [-0.72026, 13.33298, -1.44460], [5.11229, 10.96512, 2.17581], [-3.92689, 17.89551, -8.67901], [2.76933, 17.52812, -0.60108], [6.29124, 10.65326, 0.85332], [-4.52328, 17.76155, -10.26397], [-4.76624, 4.17790, -12.78070], [0.68503, 9.27662, -10.69332], [-0.18906, 10.78733, -10.71037], [-5.30564, 14.07984, -9.69472], [2.72921, 17.84314, -2.29767], [2.16584, 9.25692, -7.55708], [-0.51257, 18.15180, -18.68332], [-0.28703, 19.88010, -18.90524]],
  "lowdin_charge": [0.8685, 0.8390, 0.8604, -0.0384, -0.5983, -0.0559, -0.0542, -0.5973, -0.5700, 0.0400, -0.1701, -0.2001, -0.2755, -0.0421, -0.0677, -0.0664, -0.0900, -0.2588, -0.1850, -0.3119, -0.2479, -0.2724, -0.0611, -0.2580, 0.0121, -0.2862, -0.4573, -0.2392, 0.1301, 0.0453, 0.0888, 0.0879, 0.0466, 0.0724, 0.0562, 0.1286, 0.1080, 0.0725, 0.0506, 0.0443, 0.0529, 0.0378, 0.0781, 0.0444, 0.0807, 0.0829, 0.0743, 0.0439, 0.0459, 0.0373, 0.0873, 0.0456, 0.1133, 0.0400, 0.0698, 0.0636, 0.0838, 0.0868, 0.0517, 0.0889, 0.0443, 0.0850, 0.0819, 0.0847, 0.0864, 0.0788, 0.0311, 0.0511],
  "homo_energy_ev": -9.13,
  "orbital_gap_ev": 9.56,
  "lumo_ha": 0.0159
}